This record from OMol25 describes 2 unconnected molecules or ions with the total composition C4H13NO2 at a distorted geometry. The level of theory is ωB97M-V/def2-TZVPD.

Last column: Mulliken charge in e.
Atoms and positions in Å:
C  0.816  0.119  2.338  -1.23
C  -0.423  -0.346  1.401  0.25
C  -0.816  -1.834  1.626  -1.13
N  -0.322  0.083  0.024  -0.13
C  0.746  -0.588  -0.848  -0.40
O  0.423  -0.261  -2.309  -0.53
H  1.817  -0.153  1.996  0.32
H  0.864  1.293  2.134  0.27
H  0.753  -0.103  3.414  0.38
H  -1.302  0.263  1.692  0.30
H  -1.904  -1.901  1.341  0.31
H  -0.495  -2.522  0.821  0.25
H  -0.620  -2.358  2.619  0.31
H  -0.864  0.918  -0.374  0.27
H  1.710  -0.185  -0.468  0.26
H  0.601  -1.648  -0.865  0.25
H  0.151  -1.174  -2.637  0.32
H  -0.064  3.267  -2.089  0.29
H  -0.524  1.845  -2.590  0.33
O  -0.399  2.482  -1.723  -0.67

Calculated values
E_LUMO   0.777 eV
Electronic energy   -9941.592 eV
SMILES   CC(C)NCO.O
ΔE to the lowest compared entry with this formula, charge and spin   251.3 kJ/mol


This record from OMol25 describes 2 unconnected molecules or ions with the total composition C4H13NO2 at a distorted geometry. The level of theory is ωB97M-V/def2-TZVPD.

Last column: Mulliken charge in e.
Atoms and positions in Å:
C  0.733  -1.808  -0.037  -1.37
C  -0.128  -0.556  -0.172  0.29
C  -1.122  -0.671  1.078  -0.67
C  -2.276  0.362  0.934  -0.71
O  -2.610  0.624  -0.412  -0.51
N  0.637  0.691  -0.104  -0.46
H  0.173  -2.673  0.297  0.36
H  1.544  -1.637  0.695  0.39
H  1.356  -1.997  -0.914  0.33
H  -0.695  -0.491  -1.089  0.37
H  -1.687  -1.579  0.817  0.30
H  -0.561  -0.672  2.001  0.35
H  -3.160  0.126  1.527  0.37
H  -1.971  1.337  1.341  0.31
H  -3.219  -0.012  -0.770  0.31
H  1.537  0.511  0.303  0.22
H  0.086  1.474  0.197  0.17
H  3.269  1.650  -1.460  0.33
H  3.765  0.296  -1.183  0.31
O  4.046  1.215  -1.082  -0.66

Calculated values
E_LUMO   0.804 eV
Electronic energy   -9943.041 eV
SMILES   C[C@H](N)CCO.O
ΔE to the lowest compared entry with this formula, charge and spin   111.5 kJ/mol


This record from OMol25 describes 2 unconnected molecules or ions with the total composition C4H13NO2 at a distorted geometry. The level of theory is ωB97M-V/def2-TZVPD.

Last column: Mulliken charge in e.
Atoms and positions in Å:
C  1.799  -0.196  -0.888  -1.20
C  0.655  -1.074  -1.362  -0.24
N  -0.245  -1.512  -0.275  -0.34
C  -0.416  -0.721  0.940  -0.52
C  -1.872  -0.372  1.149  -0.43
O  -2.687  -1.539  1.151  -0.52
H  2.351  -0.646  -0.058  0.32
H  1.460  0.808  -0.621  0.28
H  2.514  -0.061  -1.695  0.37
H  1.042  -1.980  -1.819  0.33
H  0.105  -0.511  -2.111  0.25
H  -1.138  -1.685  -0.740  0.27
H  0.239  0.144  0.928  0.30
H  -0.065  -1.331  1.776  0.21
H  -2.101  0.179  2.058  0.30
H  -2.161  0.248  0.285  0.28
H  -2.099  -2.297  1.266  0.34
H  0.507  4.446  -0.647  0.31
H  1.335  4.294  0.640  0.32
O  0.778  3.806  0.020  -0.63

Calculated values
E_LUMO   0.701 eV
Electronic energy   -9943.035 eV
SMILES   CCNCCO.O
ΔE to the lowest compared entry with this formula, charge and spin   112.1 kJ/mol


This record from OMol25 describes 3 unconnected molecules or ions with the total composition C4H13NO2 at a distorted geometry. The level of theory is ωB97M-V/def2-TZVPD.

Last column: Mulliken charge in e.
Atoms and positions in Å:
C  -1.425  -0.335  2.009  -1.09
C  -1.417  -0.828  0.596  0.58
C  -0.968  -2.038  0.291  -0.94
C  -0.594  0.923  -0.890  -0.86
N  -1.744  0.146  -0.368  -0.38
H  -2.368  0.160  2.205  0.32
H  -1.320  -1.110  2.767  0.36
H  -0.667  0.431  2.209  0.19
H  -0.799  -2.746  1.078  0.31
H  -1.110  -2.440  -0.704  0.29
H  -0.350  1.815  -0.308  0.20
H  0.235  0.236  -1.013  0.39
H  -0.954  1.334  -1.828  0.33
H  -2.267  -0.145  -1.175  0.31
H  2.735  1.484  -3.351  0.30
H  2.639  1.295  -1.848  0.29
O  2.313  0.931  -2.680  -0.62
H  2.209  0.864  1.325  0.31
H  3.135  -0.378  1.027  0.30
O  2.717  0.403  0.657  -0.60

Calculated values
E_LUMO   0.668 eV
Electronic energy   -9942.749 eV
SMILES   C=C(C)NC.O.O
ΔE to the lowest compared entry with this formula, charge and spin   139.7 kJ/mol


This record from OMol25 describes 2 unconnected molecules or ions with the total composition C4H13NO2 at a distorted geometry. The level of theory is ωB97M-V/def2-TZVPD.

Last column: Mulliken charge in e.
Atoms and positions in Å:
C  0.764  -0.777  1.840  -0.86
C  0.488  -1.804  0.740  -0.46
N  0.392  -1.117  -0.602  -0.51
C  -0.898  -0.249  -0.663  -0.42
C  -0.932  0.467  -1.996  -0.45
O  -0.806  1.843  -1.766  -0.55
H  1.213  0.127  1.401  0.23
H  -0.235  -0.632  2.322  0.24
H  1.373  -1.256  2.694  0.33
H  1.402  -2.501  0.608  0.29
H  -0.275  -2.536  0.851  0.40
H  0.199  -1.842  -1.378  0.26
H  -1.849  -0.863  -0.545  0.28
H  -0.871  0.481  0.082  0.41
H  -1.968  0.421  -2.449  0.22
H  -0.303  0.094  -2.756  0.30
H  0.070  2.237  -1.572  0.30
H  1.481  2.636  0.831  0.30
H  0.219  2.824  1.619  0.29
O  0.536  2.447  0.740  -0.60

Calculated values
E_LUMO   0.578 eV
Electronic energy   -9942.241 eV
SMILES   CCNCCO.O
ΔE to the lowest compared entry with this formula, charge and spin   188.7 kJ/mol


This record from OMol25 describes a molecular structure, C4H13NO2 at a distorted geometry. The level of theory is ωB97M-V/def2-TZVPD.

Last column: Mulliken charge in e.
Atoms and positions in Å:
C  1.387  -0.176  0.379  0.13
C  2.417  -1.105  -0.247  -1.28
N  0.397  0.302  -0.608  -0.36
O  1.971  0.926  1.030  -0.54
H  2.683  1.279  0.482  0.33
H  0.807  -0.705  1.137  0.32
H  -0.670  0.752  -0.005  0.25
H  0.820  0.900  -1.312  0.27
H  2.987  -0.585  -1.023  0.35
H  3.109  -1.455  0.518  0.37
H  1.926  -1.970  -0.694  0.36
C  -2.437  -0.766  -0.504  -0.20
C  -1.848  1.229  0.682  -1.45
O  -1.480  -1.495  -0.821  -0.64
H  -0.082  -0.504  -1.062  0.37
H  -2.902  -0.093  -1.239  0.33
H  -3.056  -1.001  0.372  0.31
H  -1.697  0.820  1.684  0.33
H  -1.416  2.239  0.673  0.36
H  -2.915  1.410  0.561  0.38

Calculated values
E_LUMO   0.690 eV
Electronic energy   -9940.813 eV
ΔE to the lowest compared entry with this formula, charge and spin   326.4 kJ/mol


This record from OMol25 describes 3 unconnected molecules or ions with the total composition C4H13NO2 at a distorted geometry. The level of theory is ωB97M-V/def2-TZVPD.

Last column: Mulliken charge in e.
Atoms and positions in Å:
C  2.136  -0.518  -0.044  -1.40
C  1.030  0.398  -0.456  0.35
C  0.339  1.008  0.550  -0.14
N  0.614  1.031  1.891  -0.44
C  0.350  0.192  -1.803  -1.15
H  2.676  -1.010  -0.854  0.37
H  2.929  -0.112  0.599  0.39
H  1.880  -1.394  0.591  0.27
H  -0.652  1.344  0.282  0.32
H  0.214  1.795  2.413  0.24
H  1.612  0.951  2.061  0.21
H  0.217  -0.869  -2.036  0.36
H  -0.663  0.606  -1.746  0.28
H  0.831  0.769  -2.589  0.37
H  -3.923  -0.012  -0.816  0.29
H  -2.936  -0.311  0.328  0.36
O  -3.170  0.360  -0.351  -0.63
H  -1.148  -1.831  1.319  0.32
H  -0.785  -1.013  0.096  0.34
O  -1.549  -1.385  0.566  -0.70

Calculated values
E_LUMO   0.774 eV
Electronic energy   -9943.286 eV
SMILES   CC(C)=CN.O.O
ΔE to the lowest compared entry with this formula, charge and spin   87.8 kJ/mol


This record from OMol25 describes 3 unconnected molecules or ions with the total composition C4H13NO2 at a distorted geometry. The level of theory is ωB97M-V/def2-TZVPD.

Last column: Mulliken charge in e.
Atoms and positions in Å:
C  -2.579  -0.978  0.314  -1.08
C  -1.109  -0.771  0.685  -0.23
C  -0.268  0.006  0.006  -0.13
N  1.018  0.258  0.512  -0.28
C  2.143  0.477  -0.414  -0.87
H  -3.262  -1.200  1.121  0.35
H  -2.856  0.063  0.053  0.27
H  -2.653  -1.573  -0.582  0.26
H  -0.816  -1.413  1.518  0.25
H  -0.484  0.420  -0.964  0.32
H  1.245  -0.399  1.244  0.24
H  2.080  1.519  -0.721  0.27
H  3.066  0.214  0.091  0.34
H  2.113  -0.197  -1.280  0.29
H  -1.170  0.605  -4.527  0.32
H  -0.428  0.564  -5.916  0.32
O  -1.220  0.317  -5.420  -0.64
H  2.289  0.940  4.261  0.31
H  0.971  0.581  4.973  0.32
O  1.922  0.569  5.048  -0.64

Calculated values
E_LUMO   0.563 eV
Electronic energy   -9942.470 eV
SMILES   C/C=C/NC.O.O
ΔE to the lowest compared entry with this formula, charge and spin   166.6 kJ/mol